1.
A 3-piece molecular cluster, C55H55BBr2IN3O11P2S2 overall in a non-equilibrium geometry, computed with wB97M-V/def2-TZVPD.

Last column: Mulliken charge in e.
Atoms and positions in Å:
C (-2.532, -5.780, -8.814)  -1.09
C (-2.598, -4.643, -7.651)  0.11
O (-3.936, -4.436, -7.142)  -0.38
C (-4.223, -3.043, -6.882)  -0.22
C (-4.993, -2.802, -5.469)  -0.47
O (-4.093, -2.706, -4.334)  -0.35
C (-3.792, -1.295, -4.159)  -0.67
C (-2.527, -1.084, -3.185)  -0.01
C (-1.177, -1.707, -3.709)  0.04
S (-1.036, -2.609, -5.320)  -0.13
C (0.096, -1.555, -2.836)  0.64
C (0.087, -0.786, -1.489)  -1.28
C (-1.295, -0.197, -1.008)  0.13
Br (-1.269, 0.713, 0.741)  -0.14
C (-2.618, -0.318, -1.807)  0.22
P (-4.327, 0.299, -1.322)  0.11
N (-5.115, -1.139, -0.585)  -0.75
O (-4.307, 1.486, -0.092)  -0.43
N (1.286, -0.592, -0.665)  1.49
C (2.062, 0.629, -1.018)  -0.64
N (2.573, 0.683, -2.413)  -0.02
C (4.049, 0.890, -2.458)  -0.79
C (2.120, -1.801, -0.536)  -1.71
C (2.456, -2.789, -1.720)  0.14
C (3.372, -4.057, -1.540)  0.57
C (3.706, -5.001, -2.773)  -1.22
I (3.241, -7.110, -2.519)  0.06
C (5.171, -4.715, -3.453)  -0.31
C (5.968, -3.514, -2.715)  -0.69
C (3.943, -4.267, -0.102)  1.77
P (5.123, -5.698, 0.398)  -0.01
C (3.916, -7.098, 0.957)  -0.99
O (6.091, -6.212, -0.919)  -0.40
C (3.624, -3.303, 1.110)  -1.14
C (4.267, -3.594, 2.568)  -1.00
C (5.842, -3.192, 2.615)  0.65
O (6.684, -3.821, 3.302)  -0.52
Br (6.582, -1.654, 1.563)  -0.17
C (2.728, -2.055, 0.900)  0.43
B (2.372, -0.957, 2.077)  0.59
O (3.521, -0.302, 2.675)  -0.54
O (1.008, -0.747, 2.448)  -0.51
C (0.870, 0.039, 3.665)  -0.25
C (0.985, -0.975, 4.909)  -0.81
S (1.707, -2.297, -3.354)  -0.34
H (-1.490, -6.277, -8.827)  0.30
H (-3.360, -6.558, -8.725)  0.28
H (-2.644, -5.290, -9.852)  0.27
H (-1.977, -5.080, -6.776)  0.15
H (-2.097, -3.717, -8.088)  0.22
H (-4.992, -2.716, -7.689)  0.24
H (-3.335, -2.336, -6.993)  0.22
H (-5.624, -1.842, -5.626)  0.34
H (-5.754, -3.659, -5.376)  0.32
H (-3.460, -0.859, -5.181)  0.31
H (-4.727, -0.731, -3.831)  0.42
H (-0.350, -1.780, -6.213)  0.19
H (-6.100, -1.046, -0.918)  0.30
H (-4.759, -1.944, -1.145)  0.35
H (-4.346, 1.009, 0.782)  0.33
H (2.959, 0.747, -0.315)  0.37
H (1.394, 1.566, -0.878)  0.23
H (2.056, 1.340, -3.007)  0.28
H (4.255, 1.933, -2.005)  0.33
H (4.586, 0.118, -1.785)  0.17
H (4.509, 0.813, -3.500)  0.27
H (2.978, -4.671, -3.613)  0.53
H (5.041, -4.363, -4.548)  0.32
H (5.765, -5.688, -3.501)  0.28
H (6.154, -3.707, -1.607)  0.12
H (5.474, -2.483, -2.892)  0.14
H (7.012, -3.453, -3.209)  0.37
H (4.027, -8.024, 0.273)  0.32
H (2.828, -6.746, 0.800)  0.30
H (4.080, -7.373, 2.066)  0.32
H (6.260, -7.184, -0.823)  0.36
H (3.699, -3.090, 3.418)  0.35
H (4.260, -4.723, 2.820)  0.24
H (3.715, -0.689, 3.563)  0.30
H (-0.207, 0.444, 3.670)  0.29
H (1.557, 0.948, 3.729)  0.27
H (0.420, -0.493, 5.783)  0.25
H (2.070, -1.139, 5.220)  0.21
H (0.445, -1.964, 4.657)  0.26
C (-1.434, 6.065, -7.663)  -0.48
C (-1.389, 7.371, -7.181)  -0.48
C (-1.551, 7.617, -5.822)  -0.54
C (-1.771, 6.557, -4.942)  0.18
C (-1.841, 5.252, -5.428)  0.16
C (-1.660, 5.007, -6.790)  -0.49
C (-2.123, 4.123, -4.512)  0.43
O (-2.180, 2.981, -4.937)  -0.75
C (-2.343, 4.403, -3.076)  -0.36
C (-2.667, 3.357, -2.210)  0.02
C (-2.863, 3.608, -0.856)  -0.08
C (-2.727, 4.904, -0.360)  -0.96
C (-2.410, 5.950, -1.220)  -0.61
C (-2.227, 5.703, -2.582)  0.28
C (-1.925, 6.828, -3.494)  0.64
O (-1.810, 7.963, -3.062)  -0.69
H (-1.298, 5.873, -8.723)  0.40
H (-1.225, 8.198, -7.864)  0.39
H (-1.510, 8.637, -5.451)  0.46
H (-1.700, 3.992, -7.173)  0.46
H (-2.771, 2.345, -2.591)  0.44
H (-3.122, 2.787, -0.183)  0.64
H (-2.872, 5.099, 0.698)  0.43
H (-2.310, 6.958, -0.828)  0.46
C (2.598, 3.776, 9.898)  -0.39
C (2.500, 2.825, 8.885)  -0.62
C (1.259, 2.305, 8.536)  -0.37
C (0.111, 2.727, 9.208)  0.13
C (0.213, 3.661, 10.238)  0.33
C (1.458, 4.194, 10.574)  -0.69
C (-0.991, 4.081, 10.993)  0.59
O (-0.903, 4.900, 11.891)  -0.67
C (-2.299, 3.483, 10.645)  0.16
C (-3.433, 3.825, 11.384)  -0.56
C (-4.669, 3.279, 11.056)  -0.45
C (-4.780, 2.397, 9.983)  -0.47
C (-3.652, 2.049, 9.248)  -0.50
C (-2.408, 2.585, 9.583)  0.16
C (-1.208, 2.181, 8.817)  0.45
O (-1.303, 1.405, 7.880)  -0.71
H (3.567, 4.188, 10.163)  0.39
H (3.392, 2.489, 8.365)  0.41
H (1.188, 1.567, 7.742)  0.62
H (1.542, 4.932, 11.366)  0.47
H (-3.354, 4.514, 12.219)  0.46
H (-5.548, 3.542, 11.636)  0.39
H (-5.746, 1.976, 9.723)  0.40
H (-3.744, 1.357, 8.416)  0.47

For the energy above the lowest of the compared OMol25 structures with the same formula, charge and spin, the calculation gives 269.31 kcal/mol. The LUMO energy comes out at -0.043 hartree. As for the net charge: 0. As for the SMILES: CCOCCOCc1c(S)c2c(c(Br)c1P(N)O)N(CNC)c1c(c([C@H](I)CC)c(P(C)O)c(CC(=O)Br)c1B(O)OCC)S2.O=C1c2ccccc2C(=O)c2ccccc21.O=C1c2ccccc2C(=O)c2ccccc21.

2.
C37H51AuBr2N7O2PS as an isolated structure in a non-equilibrium geometry, computed with wB97M-V/def2-TZVPD.

Last column: Mulliken spin population.
Atoms and positions in Å:
Au (0.380, -0.606, 0.625)  0.46
C (4.212, 0.234, 5.677)  0.00
C (3.285, -0.974, 5.546)  0.00
N (2.014, -0.621, 4.933)  0.01
C (0.840, -0.535, 5.777)  0.02
C (0.688, 0.806, 6.488)  -0.01
C (1.961, -0.405, 3.610)  -0.02
S (0.558, 0.379, 2.969)  0.24
N (3.039, -0.669, 2.913)  0.01
C (3.142, -1.075, 1.661)  0.01
O (2.224, -1.606, 0.982)  0.04
C (4.502, -0.994, 1.089)  0.00
C (5.617, -0.779, 1.893)  0.00
C (6.872, -0.676, 1.324)  0.00
C (7.026, -0.788, -0.050)  0.00
C (5.918, -1.006, -0.854)  0.00
C (4.662, -1.116, -0.288)  0.00
H (5.158, -0.070, 6.118)  0.00
H (3.768, 1.002, 6.305)  0.00
H (4.403, 0.663, 4.697)  0.00
H (3.079, -1.399, 6.531)  0.00
H (3.775, -1.735, 4.931)  0.00
H (0.900, -1.345, 6.512)  0.00
H (-0.038, -0.704, 5.149)  0.00
H (1.519, 0.987, 7.166)  0.00
H (-0.234, 0.802, 7.066)  0.00
H (0.638, 1.608, 5.757)  0.00
H (5.492, -0.700, 2.962)  0.00
H (7.731, -0.507, 1.957)  0.00
H (8.010, -0.710, -0.490)  0.00
H (6.029, -1.090, -1.926)  0.00
H (3.787, -1.291, -0.898)  0.00
C (-1.286, -2.806, 2.744)  0.00
C (-1.437, -3.295, 1.344)  0.04
C (-2.324, -4.333, 1.008)  -0.04
C (-2.317, -4.844, -0.262)  0.07
C (-1.434, -4.317, -1.225)  -0.01
C (-1.279, -4.822, -2.532)  0.23
Br (-2.273, -6.349, -3.105)  0.03
C (-0.436, -4.215, -3.432)  -0.07
C (0.253, -3.075, -3.059)  0.16
Br (1.321, -2.182, -4.338)  0.04
C (0.180, -2.477, -1.779)  0.15
O (0.788, -1.408, -1.520)  0.39
C (-0.664, -3.189, -0.832)  0.04
N (-0.684, -2.740, 0.422)  -0.01
H (-1.923, -3.359, 3.431)  0.00
H (-1.536, -1.747, 2.793)  0.00
H (-0.242, -2.908, 3.044)  0.00
H (-2.990, -4.723, 1.759)  0.00
H (-2.976, -5.659, -0.532)  0.01
H (-0.323, -4.614, -4.431)  0.01
N (-1.278, 0.422, 0.230)  0.12
P (-1.461, 1.250, -1.068)  0.04
N (-2.457, 0.499, -2.229)  0.01
C (-1.980, -0.598, -3.030)  -0.02
C (-2.952, -0.867, -4.178)  0.00
C (-4.378, -1.130, -3.654)  0.00
C (-4.433, -0.990, -2.134)  0.00
C (-3.812, 0.331, -1.710)  0.00
N (-0.140, 1.753, -1.953)  -0.01
C (0.933, 2.291, -1.140)  0.00
C (2.267, 1.748, -1.638)  -0.01
C (2.451, 2.118, -3.108)  0.00
C (1.254, 1.641, -3.928)  0.00
C (-0.048, 2.178, -3.330)  0.00
N (-2.339, 2.633, -0.733)  0.01
C (-2.724, 3.556, -1.782)  0.00
C (-4.049, 4.230, -1.433)  0.00
C (-3.923, 5.046, -0.137)  0.00
C (-2.869, 4.429, 0.798)  0.00
C (-2.817, 2.922, 0.600)  0.01
H (-1.868, -1.515, -2.435)  0.02
H (-0.990, -0.343, -3.408)  0.01
H (-2.588, -1.724, -4.746)  0.00
H (-2.947, -0.010, -4.852)  0.00
H (-4.706, -2.133, -3.933)  0.00
H (-5.075, -0.418, -4.105)  0.00
H (-3.900, -1.817, -1.659)  0.00
H (-5.468, -1.022, -1.785)  0.00
H (-3.790, 0.401, -0.615)  0.00
H (-4.422, 1.157, -2.098)  0.00
H (0.753, 1.994, -0.101)  0.01
H (0.929, 3.392, -1.193)  0.00
H (2.256, 0.664, -1.523)  0.01
H (3.080, 2.154, -1.031)  0.00
H (3.365, 1.661, -3.491)  0.00
H (2.547, 3.205, -3.199)  0.00
H (1.229, 0.553, -3.918)  0.00
H (1.345, 1.972, -4.965)  0.00
H (-0.914, 1.817, -3.888)  0.00
H (-0.041, 3.280, -3.380)  0.00
H (-2.808, 3.002, -2.723)  0.00
H (-1.961, 4.336, -1.918)  0.00
H (-4.815, 3.460, -1.310)  0.00
H (-4.356, 4.871, -2.261)  0.00
H (-4.896, 5.073, 0.359)  0.00
H (-3.643, 6.076, -0.365)  0.00
H (-3.097, 4.659, 1.838)  0.00
H (-1.884, 4.845, 0.575)  0.00
H (-3.823, 2.505, 0.758)  0.00
H (-2.136, 2.429, 1.300)  0.00

Its multiplicity is 3. For the energy above the lowest of the compared OMol25 structures with the same formula, charge and spin, the calculation gives 34.05 kcal/mol. The LUMO energy (spin up / spin down) comes out at -0.020 / -0.104 hartree. As for the net charge: 0. As for the expectation value of S²: 2.0469.

3.
A 2-piece molecular cluster, C3H3Cl2F4P overall in a non-equilibrium geometry, computed with wB97M-V/def2-TZVPD.

Last column: Mulliken charge in e.
Atoms and positions in Å:
C (-0.345, -0.970, 0.334)  -0.68
C (1.008, -0.760, -0.354)  0.87
C (-1.552, 1.017, -0.234)  0.49
F (2.037, -1.493, 0.230)  -0.27
F (0.926, -1.155, -1.630)  -0.26
F (-1.018, 1.634, -1.333)  -0.19
F (-1.350, 1.828, 0.777)  -0.16
P (1.422, 1.060, 0.007)  -0.18
Cl (-1.302, -2.247, -0.328)  -0.11
Cl (-3.000, 0.366, -0.560)  -0.07
H (-0.446, -1.020, 1.430)  0.39
H (0.880, 0.940, 1.323)  0.07
H (2.741, 0.801, 0.337)  0.09

For the energy above the lowest of the compared OMol25 structures with the same formula, charge and spin, the calculation gives 39.43 kcal/mol. The LUMO energy comes out at -0.019 hartree. As for the net charge: 0.

DFT total energy
In order: -274021.00190, -217623.98781, -48359.46817
Unit: eV